(1)
A cluster of 2 separate species, C5H10O2 in total. Source: the OMol25 dataset; level of theory: ωB97M-V with the def2-TZVPD basis set.

Each line ends with the natural charge from an NBO analysis.
CARTESIAN COORDINATES (ANGSTROEM)
1 C -0.91 0.01 1.77  -0.261
2 O -1.50 -0.13 0.49  -0.507
3 C -1.29 0.88 -0.39  0.150
4 C -0.47 1.92 -0.27  -0.548
5 C 1.60 -0.47 -1.27  -0.539
6 C 1.43 -1.52 -0.47  0.147
7 O 0.39 -2.38 -0.47  -0.677
8 H -1.33 0.89 2.28  0.181
9 H 0.18 0.12 1.70  0.182
10 H -1.15 -0.89 2.32  0.202
11 H -1.88 0.72 -1.28  0.183
12 H -0.39 2.63 -1.08  0.215
13 H 0.17 2.09 0.60  0.206
14 H 0.88 -0.21 -2.05  0.197
15 H 2.45 0.18 -1.13  0.215
16 H 2.13 -1.80 0.31  0.176
17 H -0.30 -2.04 -1.05  0.478

SMILES: C=COC.C=CO
Energy relative to the best compared isomer or geometry (same formula, charge and spin), kJ/mol: 289.64
HOMO-LUMO gap, eV: 9.58
Multiplicity: 1
Calculated total energy, hartree: -346.91512
E_LUMO, eV: 0.98
Total charge: 0

***

(2)
An isolated molecule of C5H10O2 at a distorted geometry. Source: the OMol25 dataset; level of theory: ωB97M-V with the def2-TZVPD basis set.

Each line ends with the natural charge from an NBO analysis.
CARTESIAN COORDINATES (ANGSTROEM)
1 O 2.67 -0.61 1.52  -0.685
2 C 1.42 -0.51 0.98  0.119
3 C 0.85 0.69 0.98  -0.296
4 C -0.37 1.22 0.31  -0.463
5 C -1.53 0.26 0.13  -0.057
6 O -1.22 -0.94 -0.54  -0.546
7 C -0.60 -0.75 -1.79  -0.268
8 H 2.88 -1.54 1.58  0.475
9 H 0.46 -0.32 -1.69  0.177
10 H 0.92 -1.44 0.72  0.184
11 H 1.43 1.40 1.57  0.210
12 H -0.74 2.06 0.89  0.222
13 H -0.08 1.62 -0.68  0.211
14 H -2.33 0.80 -0.41  0.161
15 H -1.91 -0.05 1.10  0.190
16 H -1.26 -0.13 -2.43  0.168
17 H -0.58 -1.76 -2.24  0.196

SMILES: COCC/C=C/O
Energy relative to the best compared isomer or geometry (same formula, charge and spin), kJ/mol: 245.90
HOMO-LUMO gap, eV: 9.42
Multiplicity: 1
Calculated total energy, hartree: -346.93177
E_LUMO, eV: 0.87
Total charge: 0

***

(3)
A structure of composition C5H10O2. Source: the OMol25 dataset; level of theory: ωB97M-V with the def2-TZVPD basis set.

Each line ends with the natural charge from an NBO analysis.
CARTESIAN COORDINATES (ANGSTROEM)
1 C -0.48 1.48 -2.21  -0.620
2 C 0.35 0.73 -1.20  -0.066
3 O -0.48 0.41 -0.10  -0.529
4 C 0.19 -0.30 0.91  -0.024
5 C -0.77 -0.47 2.09  -0.615
6 C 0.64 -1.67 0.46  0.169
7 O 1.47 -2.27 1.27  -0.645
8 H -0.88 2.40 -1.77  0.213
9 H 0.13 1.75 -3.08  0.212
10 H -1.32 0.87 -2.55  0.215
11 H 0.77 -0.19 -1.64  0.173
12 H 1.20 1.34 -0.85  0.160
13 H 1.10 0.24 1.24  0.183
14 H -0.27 -0.98 2.91  0.224
15 H -1.10 0.52 2.42  0.229
16 H -1.65 -1.04 1.78  0.219
17 H 1.10 -2.82 0.31  0.503

Energy relative to the best compared isomer or geometry (same formula, charge and spin), kJ/mol: 499.41
HOMO-LUMO gap, eV: 9.34
Multiplicity: 1
Calculated total energy, hartree: -346.83522
E_LUMO, eV: 0.66
Total charge: 0

***

(4)
A cluster of 2 separate species, C5H10O2 in total. Source: the OMol25 dataset; level of theory: ωB97M-V with the def2-TZVPD basis set.

Each line ends with the natural charge from an NBO analysis.
CARTESIAN COORDINATES (ANGSTROEM)
1 C 1.82 1.36 0.62  -0.722
2 C 1.09 0.05 0.47  0.585
3 O 1.36 -0.94 1.13  -0.542
4 C -0.02 0.00 -0.57  0.000
5 C -1.34 -0.65 -0.13  -0.443
6 C -1.92 0.76 -0.32  -0.057
7 O -0.65 1.27 -0.78  -0.532
8 H 2.69 1.22 1.25  0.235
9 H 2.11 1.75 -0.36  0.236
10 H 1.14 2.10 1.05  0.248
11 H 0.56 -3.36 -0.47  -0.031
12 H 0.74 -2.83 0.02  0.022
13 H 0.41 -0.40 -1.50  0.203
14 H -1.73 -1.41 -0.81  0.220
15 H -1.34 -1.04 0.89  0.227
16 H -2.25 1.27 0.59  0.174
17 H -2.69 0.87 -1.09  0.178

SMILES: CC(=O)[C@H]1CCO1.[H][H]
Energy relative to the best compared isomer or geometry (same formula, charge and spin), kJ/mol: 287.56
HOMO-LUMO gap, eV: 10.35
Multiplicity: 1
Calculated total energy, hartree: -346.91591
E_LUMO, eV: 0.91
Total charge: 0

***

(5)
An isolated molecule of C5H10O2. Source: the OMol25 dataset; level of theory: ωB97M-V with the def2-TZVPD basis set.

Each line ends with the natural charge from an NBO analysis.
CARTESIAN COORDINATES (ANGSTROEM)
1 O -1.05 -0.41 1.16  -0.548
2 C -1.63 0.28 0.05  -0.080
3 C -0.48 1.05 -0.64  -0.439
4 C 0.78 0.41 -0.03  -0.272
5 C 0.26 0.09 1.38  -0.082
6 O 0.32 -1.92 -0.71  -0.733
7 C 1.25 -0.86 -0.75  -0.053
8 H -0.21 -1.82 0.09  0.481
9 H -2.43 0.95 0.40  0.179
10 H -2.07 -0.47 -0.62  0.192
11 H -0.53 2.11 -0.38  0.210
12 H -0.52 0.96 -1.73  0.223
13 H 1.61 1.13 0.00  0.222
14 H 0.24 0.99 2.02  0.174
15 H 0.83 -0.69 1.89  0.195
16 H 2.22 -1.16 -0.32  0.157
17 H 1.42 -0.62 -1.81  0.173

SMILES: OC[C@H]1CCOC1
Energy relative to the best compared isomer or geometry (same formula, charge and spin), kJ/mol: 142.53
HOMO-LUMO gap, eV: 10.86
Multiplicity: 1
Calculated total energy, hartree: -346.97114
E_LUMO, eV: 0.93
Total charge: 0

***

(6)
A cluster of 2 separate species, C5H10O2 in total. Source: the OMol25 dataset; level of theory: ωB97M-V with the def2-TZVPD basis set.

Each line ends with the natural charge from an NBO analysis.
CARTESIAN COORDINATES (ANGSTROEM)
1 O 2.25 -0.04 1.01  -0.710
2 C 1.56 -0.64 -0.06  -0.129
3 C 0.09 -0.65 0.25  -0.060
4 C -0.43 1.55 0.29  -0.501
5 C -1.75 1.35 0.06  -0.231
6 O -2.08 -0.83 -0.73  -0.673
7 C -0.85 -1.16 -0.74  0.006
8 H 3.15 0.13 0.73  0.477
9 H 1.70 -0.07 -1.00  0.181
10 H 1.92 -1.67 -0.25  0.190
11 H -0.21 -0.63 1.29  0.223
12 H 0.01 1.46 1.28  0.223
13 H 0.17 2.11 -0.43  0.205
14 H -2.25 1.75 -0.81  0.209
15 H -2.39 0.89 0.81  0.213
16 H -0.34 -1.45 -1.69  0.131
17 H -0.55 -2.10 -0.01  0.247

Energy relative to the best compared isomer or geometry (same formula, charge and spin), kJ/mol: 564.02
HOMO-LUMO gap, eV: 9.12
Multiplicity: 1
Calculated total energy, hartree: -346.81061
E_LUMO, eV: 0.30
Total charge: 0

***

(7)
An isolated molecule of C5H10O2. Source: the OMol25 dataset; level of theory: ωB97M-V with the def2-TZVPD basis set.

Each line ends with the natural charge from an NBO analysis.
CARTESIAN COORDINATES (ANGSTROEM)
1 C 0.33 1.90 0.88  -0.276
2 O -0.61 0.84 0.76  -0.513
3 C -0.94 0.52 -0.71  -0.157
4 C 0.12 -0.32 -1.25  -0.524
5 C 0.31 -0.92 0.95  -0.027
6 C 0.39 -1.52 -0.39  -0.048
7 O -0.54 -2.58 -0.51  -0.732
8 H 1.20 1.73 0.23  0.185
9 H 0.65 1.96 1.93  0.195
10 H -0.16 2.84 0.61  0.192
11 H -1.89 0.00 -0.56  0.198
12 H -1.11 1.46 -1.25  0.207
13 H 0.98 0.16 -1.72  0.199
14 H 1.22 -0.54 1.40  0.201
15 H -0.50 -1.19 1.62  0.218
16 H 1.43 -1.85 -0.57  0.201
17 H -0.88 -2.49 -1.42  0.480

Energy relative to the best compared isomer or geometry (same formula, charge and spin), kJ/mol: 553.47
HOMO-LUMO gap (spin up / spin down), eV: 7.41 / 7.41
Multiplicity: 1
Calculated total energy, hartree: -346.81463
E_LUMO (spin up / spin down), eV: 0.39 / 0.39
Total charge: 0

***

(8)
A cluster of 2 separate species, C5H10O2 in total at a distorted geometry. Source: the OMol25 dataset; level of theory: ωB97M-V with the def2-TZVPD basis set.

Each line ends with the natural charge from an NBO analysis.
CARTESIAN COORDINATES (ANGSTROEM)
1 C 1.65 0.98 0.68  -0.643
2 C 0.14 1.08 0.59  -0.242
3 C -0.58 0.59 -0.40  0.255
4 O -0.06 -0.21 -1.39  -0.696
5 C -2.07 0.57 -0.38  -0.231
6 C -2.77 -0.05 0.56  -0.379
7 H 1.96 0.09 1.24  0.196
8 H 2.07 1.81 1.22  0.213
9 H 2.04 0.97 -0.33  0.231
10 H -0.30 1.49 1.48  0.205
11 H -0.45 -1.08 -1.32  0.490
12 H -2.57 0.97 -1.26  0.208
13 H -2.40 -0.32 1.54  0.195
14 H -3.80 -0.34 0.40  0.196
15 H 2.84 -2.58 -1.40  0.471
16 H 2.27 -1.83 -0.17  0.472
17 O 2.05 -2.15 -1.05  -0.941

SMILES: C=C/C(O)=C/C.O
Energy relative to the best compared isomer or geometry (same formula, charge and spin), kJ/mol: 262.11
HOMO-LUMO gap, eV: 9.44
Multiplicity: 1
Calculated total energy, hartree: -346.92560
E_LUMO, eV: 0.76
Total charge: 0

***

(9)
An isolated molecule of C5H10O2. Source: the OMol25 dataset; level of theory: ωB97M-V with the def2-TZVPD basis set.

Each line ends with the natural charge from an NBO analysis.
CARTESIAN COORDINATES (ANGSTROEM)
1 C 2.38 -0.31 0.74  -0.244
2 O 1.00 -0.09 0.60  -0.567
3 C 0.56 -0.27 -0.74  -0.053
4 C -0.90 0.12 -0.91  -0.291
5 C -1.99 -0.56 -0.12  -0.458
6 C -1.68 0.90 0.11  0.114
7 O -1.13 1.40 1.28  -0.713
8 H 2.64 -1.35 0.50  0.171
9 H 2.64 -0.10 1.78  0.199
10 H 2.96 0.35 0.08  0.170
11 H 1.18 0.34 -1.40  0.171
12 H 0.70 -1.33 -1.02  0.170
13 H -1.13 0.34 -1.96  0.220
14 H -2.92 -0.80 -0.63  0.214
15 H -1.68 -1.29 0.62  0.220
16 H -2.42 1.60 -0.28  0.182
17 H -0.22 1.06 1.34  0.495

SMILES: COC[C@H]1C[C@H]1O
Energy relative to the best compared isomer or geometry (same formula, charge and spin), kJ/mol: 251.70
HOMO-LUMO gap, eV: 10.10
Multiplicity: 1
Calculated total energy, hartree: -346.92957
E_LUMO, eV: 0.93
Total charge: 0

***

(10)
An isolated molecule of C5H10O2. Source: the OMol25 dataset; level of theory: ωB97M-V with the def2-TZVPD basis set.

Each line ends with the natural charge from an NBO analysis.
CARTESIAN COORDINATES (ANGSTROEM)
1 O -1.95 0.38 1.59  -0.722
2 C -1.65 0.34 0.21  -0.048
3 C -0.14 0.46 0.06  -0.268
4 C 0.63 -0.70 0.67  -0.425
5 C 1.96 -0.57 -0.05  -0.066
6 O 1.56 -0.35 -1.40  -0.533
7 C 0.36 0.40 -1.39  -0.066
8 H -2.91 0.27 1.69  0.470
9 H -1.97 -0.61 -0.24  0.156
10 H -2.16 1.15 -0.33  0.162
11 H 0.17 1.41 0.53  0.208
12 H 0.65 -0.72 1.76  0.229
13 H 0.16 -1.64 0.33  0.200
14 H 2.57 -1.47 -0.01  0.192
15 H 2.56 0.28 0.31  0.160
16 H -0.37 -0.11 -2.03  0.172
17 H 0.55 1.40 -1.81  0.178

SMILES: OC[C@H]1CCOC1
Energy relative to the best compared isomer or geometry (same formula, charge and spin), kJ/mol: 149.25
HOMO-LUMO gap, eV: 10.50
Multiplicity: 1
Calculated total energy, hartree: -346.96859
E_LUMO, eV: 0.88
Total charge: 0

***

(11)
A structure of composition C5H10O2 at a distorted geometry. Source: the OMol25 dataset; level of theory: ωB97M-V with the def2-TZVPD basis set.

Each line ends with the natural charge from an NBO analysis.
CARTESIAN COORDINATES (ANGSTROEM)
1 C 0.11 -0.36 -0.81  -0.783
2 C -2.75 -0.22 3.17  -0.471
3 C -2.03 0.20 2.18  0.323
4 O 2.74 -0.85 -1.98  -1.148
5 C -1.21 0.39 1.15  -0.441
6 C -0.53 -0.63 0.45  0.279
7 H 0.89 -1.09 -1.10  0.351
8 H -0.65 -0.59 -1.58  0.316
9 H 0.45 0.68 -0.91  0.331
10 H -2.25 -0.44 4.12  0.272
11 H -3.83 -0.25 3.24  0.272
12 H 3.41 -1.09 -2.62  0.439
13 H -1.05 1.36 0.70  0.273
14 H -0.47 -1.62 0.90  0.213
15 H 2.35 2.17 -2.55  0.451
16 H 2.32 0.22 -2.42  0.501
17 O 1.91 1.35 -2.33  -1.179

Energy relative to the best compared isomer or geometry (same formula, charge and spin), kJ/mol: 709.31
HOMO-LUMO gap, eV: 3.95
Multiplicity: 1
Calculated total energy, hartree: -346.75527
E_LUMO, eV: -3.11
Total charge: 0

***

(12)
An isolated molecule of C5H10O2 at a distorted geometry. Source: the OMol25 dataset; level of theory: ωB97M-V with the def2-TZVPD basis set.

Each line ends with the natural charge from an NBO analysis.
CARTESIAN COORDINATES (ANGSTROEM)
1 C 1.23 -0.38 -1.25  -0.628
2 C 0.23 -0.60 -0.15  0.202
3 C -1.02 0.23 -0.24  -0.433
4 C -0.68 1.77 0.26  -0.076
5 O -0.95 1.48 1.60  -0.746
6 C 0.26 -1.84 0.63  -0.103
7 O 0.80 -0.65 1.19  -0.530
8 H 0.88 -0.82 -2.19  0.219
9 H 1.39 0.69 -1.41  0.217
10 H 2.19 -0.84 -1.00  0.223
11 H -1.86 -0.31 0.29  0.232
12 H -1.35 0.39 -1.25  0.210
13 H -1.44 2.51 -0.05  0.176
14 H 0.26 2.38 0.24  0.186
15 H -0.28 0.83 1.86  0.481
16 H 1.00 -2.61 0.39  0.185
17 H -0.65 -2.21 1.10  0.185

SMILES: C[C@@]1(CCO)CO1
Energy relative to the best compared isomer or geometry (same formula, charge and spin), kJ/mol: 316.30
HOMO-LUMO gap, eV: 10.28
Multiplicity: 1
Calculated total energy, hartree: -346.90496
E_LUMO, eV: 0.96
Total charge: 0

***

(13)
A cluster of 2 separate species, C5H10O2 in total. Source: the OMol25 dataset; level of theory: ωB97M-V with the def2-TZVPD basis set.

Each line ends with the natural charge from an NBO analysis.
CARTESIAN COORDINATES (ANGSTROEM)
1 C -1.04 -1.74 2.09  -0.249
2 O -0.27 -0.98 1.20  -0.541
3 C -1.03 0.01 0.52  -0.095
4 C -0.06 0.71 -0.35  -0.135
5 C 0.70 2.00 -0.68  -0.409
6 C 1.15 0.59 -0.80  0.343
7 O 2.22 -0.17 -1.00  -0.648
8 H -1.55 -1.11 2.84  0.166
9 H -0.35 -2.42 2.61  0.195
10 H -1.80 -2.34 1.57  0.165
11 H -1.83 -0.47 -0.06  0.182
12 H -1.50 0.70 1.23  0.180
13 H 0.54 0.55 -3.55  -0.004
14 H 0.43 2.58 -1.57  0.180
15 H 1.12 2.61 0.12  0.172
16 H 1.28 0.51 -3.51  0.003
17 H 1.99 -1.04 -0.64  0.495

SMILES: COCC1=C(O)C1.[H][H]
Energy relative to the best compared isomer or geometry (same formula, charge and spin), kJ/mol: 499.61
HOMO-LUMO gap, eV: 9.34
Multiplicity: 1
Calculated total energy, hartree: -346.83514
E_LUMO, eV: 0.83
Total charge: 0

***

(14)
An isolated molecule of C5H10O2. Source: the OMol25 dataset; level of theory: ωB97M-V with the def2-TZVPD basis set.

Each line ends with the natural charge from an NBO analysis.
CARTESIAN COORDINATES (ANGSTROEM)
1 C -2.40 -0.46 -0.16  -0.605
2 C -1.15 0.31 -0.58  -0.408
3 C 0.12 -0.20 0.10  0.099
4 O 0.51 -1.39 -0.56  -0.729
5 C 1.25 0.83 0.06  -0.539
6 C 2.51 0.32 0.69  0.457
7 O 2.60 -0.74 1.27  -0.547
8 H -3.28 -0.11 -0.71  0.209
9 H -2.27 -1.53 -0.35  0.219
10 H -2.60 -0.32 0.91  0.200
11 H -0.99 0.23 -1.66  0.211
12 H -1.28 1.38 -0.35  0.197
13 H -0.10 -0.42 1.16  0.166
14 H 1.25 -1.74 -0.05  0.486
15 H 0.96 1.75 0.58  0.236
16 H 1.47 1.12 -0.98  0.235
17 H 3.40 0.98 0.61  0.115

SMILES: CC[C@@H](O)CC=O
Energy relative to the best compared isomer or geometry (same formula, charge and spin), kJ/mol: 113.76
HOMO-LUMO gap, eV: 11.06
Multiplicity: 1
Calculated total energy, hartree: -346.98210
E_LUMO, eV: 0.96
Total charge: 0

***

(15)
An isolated molecule of C5H10O2. Source: the OMol25 dataset; level of theory: ωB97M-V with the def2-TZVPD basis set.

Each line ends with the natural charge from an NBO analysis.
CARTESIAN COORDINATES (ANGSTROEM)
1 O -1.72 0.10 -2.31  -0.713
2 C -0.52 0.59 -1.77  -0.069
3 C -0.02 -0.32 -0.66  0.067
4 C 1.22 0.17 0.09  -0.429
5 C 0.98 -0.40 1.49  -0.427
6 C -0.54 -0.24 1.62  -0.062
7 O -1.06 -0.43 0.31  -0.554
8 H -2.29 -0.09 -1.55  0.477
9 H -0.65 1.61 -1.36  0.155
10 H 0.21 0.64 -2.58  0.180
11 H 0.16 -1.32 -1.08  0.175
12 H 1.22 1.27 0.13  0.203
13 H 2.15 -0.16 -0.37  0.223
14 H 1.53 0.12 2.28  0.219
15 H 1.25 -1.46 1.51  0.205
16 H -0.79 0.77 1.99  0.164
17 H -1.00 -0.97 2.29  0.188

SMILES: OC[C@H]1CCCO1
Energy relative to the best compared isomer or geometry (same formula, charge and spin), kJ/mol: 127.39
HOMO-LUMO gap, eV: 10.69
Multiplicity: 1
Calculated total energy, hartree: -346.97691
E_LUMO, eV: 1.01
Total charge: 0